Record 1
Here is a molecular structure, C34H19N10O4S2Yb from the Open Molecules 2025 dataset. Energies are from ωB97M-V with the def2-TZVPD basis set.

Structure (XYZ):
```
70
C34H19N10O4S2Yb (ωB97M-V with the def2-TZVPD basis set)
Yb 0.800 -0.493 0.371
C 2.189 2.950 -2.927
C 1.718 2.453 -4.136
C 0.724 1.507 -4.127
C 0.231 1.035 -2.891
N 0.706 1.512 -1.728
C 1.642 2.450 -1.762
N -0.803 0.148 -2.856
C -1.038 -2.207 -2.732
N -0.461 -2.605 -0.432
C -1.666 -3.113 -0.183
N -2.105 -3.261 1.050
C -1.650 -2.568 2.100
C -1.939 -3.123 3.375
C -1.710 -2.403 4.514
C -1.253 -1.089 4.393
C -0.977 -0.619 3.126
N -1.090 -1.331 2.004
C -2.470 -3.576 -1.302
C -3.519 -4.475 -1.136
C -4.303 -4.848 -2.207
C -4.056 -4.296 -3.463
C -3.022 -3.411 -3.651
C -2.183 -3.042 -2.586
H 2.967 3.695 -2.890
H 2.124 2.820 -5.071
H 0.304 1.131 -5.048
H 1.979 2.814 -0.798
H -2.343 -4.123 3.400
H -1.912 -2.827 5.492
H -1.119 -0.458 5.260
H -0.685 0.419 2.990
H -3.680 -4.870 -0.144
H -5.112 -5.556 -2.083
H -4.671 -4.585 -4.308
H -2.828 -3.010 -4.636
O 3.879 0.046 -2.876
C 3.013 -0.283 -2.074
O 2.907 0.013 -0.857
C 1.815 -1.140 -2.605
C 1.568 -1.370 -4.005
C 0.327 -1.356 -4.517
C -0.892 -1.052 -3.704
C -0.136 -2.196 -1.666
N 1.067 -1.543 -1.642
C -1.716 0.098 -1.649
O -2.888 -0.025 -1.946
O -1.171 0.205 -0.540
H 2.433 -1.483 -4.642
H 0.168 -1.554 -5.572
H -1.777 -0.971 -4.348
S 1.005 2.153 1.620
C 1.834 1.263 2.768
N 1.931 -0.041 2.738
C 2.578 -0.549 3.825
C 2.793 -1.899 4.099
C 3.455 -2.253 5.256
C 3.909 -1.292 6.153
C 3.696 0.054 5.913
C 3.033 0.415 4.755
S 2.609 2.013 4.191
H 2.445 -2.630 3.388
H 3.621 -3.299 5.470
H 4.434 -1.603 7.046
H 4.027 0.808 6.614
N 2.266 -6.916 1.784
C 2.287 -5.849 1.331
N 2.413 -4.740 0.713
C 2.130 -3.539 0.920
N 1.964 -2.383 1.016
```

Kohn-Sham gap (eV): 6.2097
HOMO level (eV): -2.163
Charge: -2
Electronic energy (hartree): -4110.986665
E_LUMO (eV): 4.046
Energy above the lowest of the compared OMol25 structures with the same formula, charge and spin (kcal/mol): 54.5
Spin multiplicity: 2



Record 2
Here is a molecular structure, C2H5BrO2P from the Open Molecules 2025 dataset. Energies are from ωB97M-V with the def2-TZVPD basis set.

Structure (XYZ):
```
11
C2H5BrO2P (ωB97M-V with the def2-TZVPD basis set)
C 1.020 -0.085 -1.012
C 0.418 0.511 0.333
O -1.177 -1.774 0.201
O -2.356 0.328 -0.558
P -1.245 -0.304 0.197
Br -1.437 0.654 3.093
H 0.409 -0.962 -1.209
H 0.985 0.512 -1.977
H 2.056 -0.367 -0.844
H 0.480 1.549 0.559
H 0.849 -0.062 1.217
```

Kohn-Sham gap (eV): 8.4850
HOMO level (eV): -4.779
Charge: -1
Electronic energy (hartree): -3145.189750
E_LUMO (eV): 3.706
Energy above the lowest of the compared OMol25 structures with the same formula, charge and spin (kcal/mol): 27.1
Spin multiplicity: 1



Record 3
Here is a gas-phase ion, C5H9N2 (charge +1) from the Open Molecules 2025 dataset. Energies are from ωB97M-V with the def2-TZVPD basis set.

Structure (XYZ):
```
16
C5H9N2 (ωB97M-V with the def2-TZVPD basis set)
C 0.638 2.236 -1.419
C 0.163 1.743 -0.041
C 0.021 0.273 0.092
C 0.588 -0.807 -0.469
N 0.053 -1.923 0.128
C -0.831 -1.576 1.046
N -0.847 -0.249 1.047
H 1.704 2.441 -1.425
H 0.476 1.505 -2.203
H 0.111 3.137 -1.719
H -0.783 2.224 0.199
H 0.853 2.098 0.725
H 1.369 -0.892 -1.214
H 0.268 -2.856 -0.197
H -1.398 -2.155 1.753
H -1.387 0.365 1.649
```

Kohn-Sham gap (eV): 11.1110
HOMO level (eV): -14.310
Charge: +1
Electronic energy (hartree): -305.208185
SMILES string: CCc1c[nH]c[nH+]1
E_LUMO (eV): -3.199
Energy above the lowest of the compared OMol25 structures with the same formula, charge and spin (kcal/mol): 13.7
Spin multiplicity: 1



Record 4
Here is 17 unconnected molecules or ions with the total composition C2H37O17 from the Open Molecules 2025 dataset. Energies are from ωB97M-V with the def2-TZVPD basis set.

Structure (XYZ):
```
56
C2H37O17 (ωB97M-V with the def2-TZVPD basis set)
C 0.925 0.103 -0.306
C -0.522 -0.350 -0.165
O -0.954 -1.016 0.989
H 1.566 -0.162 0.535
H 0.927 1.193 -0.322
H 1.466 -0.208 -1.200
H -0.777 -0.926 -1.054
H -1.064 0.594 -0.230
O -1.743 2.720 -1.782
H -1.246 2.340 -1.057
H -1.675 3.666 -1.649
O -2.917 2.985 0.811
H -2.512 2.120 0.886
H -2.239 3.593 1.107
O 1.969 2.678 1.762
H 2.591 1.968 1.921
H 2.278 3.091 0.955
O 2.762 -2.034 1.078
H 3.291 -1.297 0.772
H 2.318 -1.702 1.858
O 4.202 -1.465 -3.441
H 4.704 -0.763 -3.856
H 3.779 -1.047 -2.691
O 0.944 -0.972 3.382
H 0.594 -1.474 4.118
H 0.224 -0.935 2.753
O -4.347 1.290 -0.798
H -4.263 0.407 -0.440
H -3.795 1.832 -0.234
O -2.231 -3.290 1.917
H -1.676 -3.973 1.541
H -1.739 -2.480 1.784
O 2.054 2.368 -2.819
H 2.553 2.014 -2.082
H 2.179 3.315 -2.760
O -0.218 -1.761 -3.863
H 0.174 -0.914 -3.653
H -0.613 -1.635 -4.726
O -1.886 -3.187 -1.267
H -1.368 -2.551 -0.775
H -1.720 -2.973 -2.185
O -0.447 3.794 1.288
H 0.080 4.589 1.368
H 0.093 3.108 1.682
O 4.327 -0.059 -0.591
H 4.326 0.835 -0.251
H 5.252 -0.302 -0.626
O -4.035 -1.214 0.400
H -3.961 -2.116 0.089
H -3.134 -0.951 0.588
O -2.359 0.622 2.937
H -1.804 0.121 2.340
H -2.559 0.012 3.648
O 0.559 -3.534 0.686
H 1.489 -3.406 0.870
H 0.177 -2.659 0.757
```

Kohn-Sham gap (eV): 6.5532
HOMO level (eV): -5.464
Charge: -1
Electronic energy (hartree): -1377.499425
E_LUMO (eV): 1.089
Energy above the lowest of the compared OMol25 structures with the same formula, charge and spin (kcal/mol): 77.5
Spin multiplicity: 1



Record 5
Here is a molecular structure, C6H12N2O from the Open Molecules 2025 dataset. Energies are from ωB97M-V with the def2-TZVPD basis set.

Structure (XYZ):
```
21
C6H12N2O (ωB97M-V with the def2-TZVPD basis set)
C -0.951 0.534 -0.258
C -2.573 -0.810 0.912
C 2.146 1.135 -0.052
N -1.602 -0.760 -0.153
C 1.363 0.768 -1.277
C 0.160 -2.076 0.701
C 0.057 0.526 -1.364
O 2.112 0.674 -2.430
N 0.622 -1.717 1.730
H 3.042 0.818 -2.227
H 0.479 -0.957 2.386
H -1.727 1.283 -0.477
H -0.498 0.842 0.704
H -0.817 -1.738 -0.217
H -0.331 0.251 -2.336
H -2.998 -1.813 0.975
H -2.160 -0.539 1.903
H -3.390 -0.110 0.705
H 2.908 0.376 0.149
H 2.649 2.094 -0.198
H 1.510 1.219 0.824
```

Kohn-Sham gap (eV): 8.6865
HOMO level (eV): -7.972
Electronic energy (hartree): -420.432364
E_LUMO (eV): 0.714
Energy above the lowest of the compared OMol25 structures with the same formula, charge and spin (kcal/mol): 95.1
Spin multiplicity: 1



Record 6
Here is a gas-phase ion, C5H11N2OS (charge +1) from the Open Molecules 2025 dataset. Energies are from ωB97M-V with the def2-TZVPD basis set.

Structure (XYZ):
```
20
C5H11N2OS (ωB97M-V with the def2-TZVPD basis set)
C 0.093 1.955 -0.266
N -0.225 0.573 -0.811
C 0.943 -0.058 -1.450
C 1.866 -0.461 -0.284
O 3.040 -0.652 -0.160
N 0.855 -0.694 0.728
C -0.441 -0.417 0.325
C -1.514 -0.280 1.398
S -1.104 -2.216 -0.676
H 0.321 2.653 -1.151
H -0.691 2.418 0.330
H 1.083 1.907 0.240
H -1.127 0.591 -1.273
H 1.411 0.574 -2.110
H 0.567 -0.982 -1.893
H 1.005 -0.934 1.681
H -2.554 -0.476 0.998
H -1.447 0.689 2.092
H -1.412 -1.129 2.141
H -0.669 -3.060 0.142
```

Kohn-Sham gap (eV): 9.7324
HOMO level (eV): -13.430
Charge: +1
Electronic energy (hartree): -779.748063
SMILES string: C[N@H+]1CC(=O)N[C@]1(C)S
E_LUMO (eV): -3.698
Energy above the lowest of the compared OMol25 structures with the same formula, charge and spin (kcal/mol): 41.3
Spin multiplicity: 1



no.,strongest force on any atom (hartree/bohr)
1,0.0362
2,0.0564
3,0.0212
4,0.0259
5,0.0785
6,0.0805